{"formula": "C3H2NO2S", "method": "ωB97M-V/def2-TZVPD", "gap_ev": [7.31, 7.31], "charge": -1, "smiles": "C=[S@@]1([O-])=C(C#N)O1", "de_lowest_kj_mol": 618.33, "total_energy_ev": -19558.7976, "elements": ["C", "C", "C", "N", "O", "O", "S", "H", "H"], "positions_angstrom": [[-3.63945, -0.90621, -0.20207], [0.26280, 0.28306, 0.31509], [-3.42510, 0.46600, -0.05639], [-3.96820, -1.97819, -0.50853], [-2.51018, 0.77100, 1.10228], [-1.35629, 2.11600, -0.73320], [-1.53303, 0.76966, -0.20560], [0.73714, 0.52035, -0.64967], [0.21719, -0.80871, 0.40548]]}

---

{"formula": "C8H8Cl2GdN2O3PrSe", "method": "ωB97M-V/def2-TZVPD", "gap_ev": [6.69, 2.87], "charge": 4, "spin_multiplicity": 10, "s_squared": 25.0986, "total_energy_ev": -142799.9657, "elements": ["Gd", "Pr", "Cl", "Cl", "C", "C", "C", "O", "O", "O", "C", "N", "C", "C", "N", "C", "C", "Se", "H", "H", "H", "H", "H", "H", "H", "H"], "positions_angstrom": [[3.45735, 2.48103, -2.66110], [0.50722, 0.76571, -0.39282], [3.01390, 2.06495, -0.07118], [1.59654, 0.60334, -3.01594], [-1.58250, 0.31558, -1.83000], [3.45244, 4.71079, -1.81673], [2.57235, 3.69551, -4.47100], [-2.46566, 0.02623, -2.51013], [3.59177, 5.74640, -1.31282], [2.25252, 4.21115, -5.46310], [0.97157, -3.04047, 1.52919], [-0.30645, -2.37221, 1.37600], [-1.54575, -2.97522, 1.27613], [-2.48127, -1.98673, 1.26033], [-1.80322, -0.78080, 1.33016], [-2.45418, 0.53429, 1.43071], [-0.45103, -1.01318, 1.49449], [0.82149, 0.12094, 2.25954], [1.65847, -2.75159, 0.72203], [0.81189, -4.12527, 1.48867], [1.42858, -2.76628, 2.48799], [-1.65287, -4.05472, 1.26521], [-3.56322, -2.03092, 1.23181], [-3.02123, 0.75138, 0.50809], [-3.12668, 0.56133, 2.30830], [-1.68200, 1.30876, 1.57616]]}

---

{"formula": "C20H10F5NO3S", "method": "ωB97M-V/def2-TZVPD", "gap_ev": 7.75, "charge": 0, "smiles": "Cc1csc(-c2cc3ccc(OCc4c(F)c(F)c(F)c(F)c4F)cc3oc2=O)n1", "de_lowest_kj_mol": 0.00, "total_energy_ev": -52956.1303, "elements": ["O", "F", "F", "F", "F", "F", "N", "O", "O", "S", "C", "C", "C", "C", "C", "C", "C", "C", "C", "C", "C", "C", "C", "C", "C", "C", "C", "C", "C", "C", "H", "H", "H", "H", "H", "H", "H", "H", "H", "H"], "positions_angstrom": [[4.02090, -1.13751, 2.52461], [-6.94399, -1.27743, -0.24976], [-5.74625, 0.33141, -2.17180], [-6.43021, -0.74800, 2.35097], [-4.01513, 2.28806, -1.48749], [-4.72466, 1.13880, 3.13548], [4.31987, -1.72667, -1.61793], [1.98675, -0.09500, 2.40451], [-2.11832, 2.24320, 2.06750], [5.89143, -1.92978, 0.46336], [3.11779, -0.67433, 1.84043], [4.36060, -1.51648, -0.32443], [6.44968, -2.38194, -1.13928], [3.22949, -0.88982, 0.36085], [2.14591, -0.51982, -0.40500], [5.52622, -2.18734, -2.10790], [-1.05589, 1.44479, -0.01005], [-0.11713, 1.03874, 2.18209], [-0.00917, 0.71605, -0.59586], [-6.14022, -0.23229, 0.09329], [-5.50979, 0.57287, -0.86848], [-5.82502, 0.01825, 1.43456], [-4.58151, 1.55559, -0.50688], [-4.89210, 0.96530, 1.81686], [-1.13206, 1.59596, 1.37714], [0.94192, 0.36109, 1.59901], [0.97462, 0.15817, 0.20980], [-4.24204, 1.76704, 0.84873], [5.64085, -2.61674, -3.52998], [-3.19679, 2.82771, 1.31388], [7.43935, -2.82503, -1.31974], [2.09164, -0.69852, -1.47795], [-1.77564, 1.89777, -0.68333], [-0.15210, 1.13329, 3.24938], [0.06672, 0.62538, -1.67772], [5.33240, -1.80487, -4.16032], [6.65340, -2.89176, -3.74882], [4.99187, -3.48673, -3.72543], [-3.72739, 3.46820, 2.03515], [-2.84597, 3.49243, 0.50052]]}

---

{"formula": "C44H96F2N8O10S2", "method": "ωB97M-V/def2-TZVPD", "gap_ev": 5.02, "charge": 6, "total_energy_ev": -106609.6985, "elements": ["C", "C", "O", "N", "H", "H", "C", "H", "H", "H", "H", "H", "H", "C", "C", "O", "N", "H", "H", "C", "H", "H", "H", "H", "H", "H", "C", "C", "O", "N", "H", "H", "C", "H", "H", "H", "H", "H", "H", "C", "C", "C", "C", "C", "C", "N", "O", "C", "C", "C", "H", "H", "H", "H", "H", "H", "H", "H", "H", "H", "H", "H", "H", "H", "H", "H", "H", "H", "C", "C", "C", "C", "C", "C", "N", "O", "C", "C", "C", "H", "H", "H", "H", "H", "H", "H", "H", "H", "H", "H", "H", "H", "H", "H", "H", "H", "H", "C", "C", "C", "C", "C", "C", "N", "O", "C", "C", "C", "H", "H", "H", "H", "H", "H", "H", "H", "H", "H", "H", "H", "H", "H", "H", "H", "H", "H", "C", "C", "C", "N", "C", "C", "C", "C", "C", "H", "H", "H", "H", "H", "H", "H", "H", "H", "H", "H", "H", "H", "H", "H", "H", "H", "H", "N", "S", "O", "O", "F", "S", "O", "O", "F"], "positions_angstrom": [[-6.25456, -1.72626, 8.60000], [-7.32654, -0.69833, 8.16229], [-8.54153, -0.82163, 8.22709], [-6.68278, 0.55578, 7.67336], [-7.42694, 1.20941, 7.87111], [-5.88716, 0.86973, 8.21049], [-6.39663, 0.54682, 6.11925], [-5.55382, -1.95021, 7.79568], [-6.83670, -2.62330, 8.81105], [-5.69890, -1.26434, 9.41608], [-6.11897, 1.55722, 5.81909], [-7.33241, 0.43407, 5.57179], [-5.52273, -0.06827, 5.90464], [-7.84237, -0.04960, 0.81280], [-7.81870, -1.04031, -0.30817], [-8.85070, -1.56918, -0.71521], [-6.69756, -0.83931, -1.39936], [-6.72851, 0.16189, -1.52882], [-5.84908, -1.07378, -0.90418], [-6.85872, -1.68081, -2.65185], [-6.79600, 0.12829, 1.06093], [-8.44778, -0.44139, 1.63016], [-8.34215, 0.89071, 0.58012], [-7.61161, -1.18439, -3.26409], [-7.21668, -2.66283, -2.34266], [-5.87329, -1.60478, -3.11148], [4.41012, -4.12579, 2.93058], [5.22990, -2.89408, 2.62157], [5.02250, -2.04515, 1.73614], [6.48436, -2.81374, 3.54821], [6.06563, -2.55705, 4.43076], [6.92339, -3.72073, 3.61681], [7.27907, -1.54893, 3.21210], [4.81845, -4.63058, 3.80611], [4.56163, -4.70329, 2.01864], [3.35529, -3.85144, 2.94282], [7.96742, -1.57221, 4.05693], [6.56273, -0.74035, 3.35759], [7.71174, -1.64325, 2.21611], [-3.48422, -7.39639, 0.47024], [-3.46749, -7.99116, -0.97592], [-4.50057, -7.20276, -1.72386], [-4.29973, -7.14876, -3.21219], [-2.96680, -6.52178, -3.66310], [-1.79666, -7.47107, -3.11255], [-2.08539, -7.77209, -1.58218], [-1.01295, -7.97367, -0.70633], [-0.52773, -6.62784, -3.17970], [-1.57185, -8.79543, -3.93337], [-3.68152, -9.46689, -1.15993], [-2.66730, -7.63844, 1.15007], [-4.48065, -7.32728, 0.90664], [-3.32900, -6.31817, 0.50804], [-4.34267, -6.14839, -1.49697], [-5.48482, -7.48007, -1.34645], [-5.10877, -6.71589, -3.80058], [-4.36621, -8.17380, -3.57683], [-2.99293, -5.55615, -3.15816], [-3.04599, -6.37848, -4.74074], [0.35349, -7.26591, -3.11325], [-0.42659, -5.77136, -2.51313], [-0.55126, -6.20663, -4.18476], [-2.46971, -9.27574, -4.32229], [-1.13261, -9.59607, -3.33827], [-1.02080, -8.59326, -4.85182], [-4.65939, -9.76638, -0.78289], [-2.95790, -10.10034, -0.64689], [-3.57097, -9.80597, -2.18992], [-2.19233, 4.88811, 5.51697], [-0.92930, 5.74782, 5.22231], [-1.20035, 7.22544, 5.67533], [-0.02038, 8.07276, 6.03165], [0.87581, 7.34396, 7.03673], [1.33019, 5.95134, 6.69532], [0.17231, 5.15069, 6.05944], [0.44127, 3.78728, 5.71319], [1.66568, 5.31918, 8.07336], [2.58083, 5.92443, 5.70355], [-0.50513, 5.78359, 3.69365], [-3.03173, 5.41684, 5.06536], [-2.24474, 4.88825, 6.60571], [-2.13208, 3.86681, 5.14092], [-1.93331, 7.25692, 6.48148], [-1.80409, 7.87320, 5.03973], [-0.50649, 8.97801, 6.39538], [0.49355, 8.28246, 5.09356], [0.37196, 7.41978, 8.00031], [1.76072, 7.97026, 7.14982], [2.45639, 4.57840, 7.95448], [0.82679, 4.85040, 8.58775], [2.15590, 5.99029, 8.77862], [3.04449, 4.93918, 5.65460], [3.44278, 6.56892, 5.87610], [2.28188, 6.06370, 4.66464], [0.41964, 6.33176, 3.51365], [-1.19112, 6.48748, 3.22242], [-0.58661, 4.82123, 3.18837], [4.59409, -1.70987, -8.08851], [5.60369, -0.87509, -7.18406], [4.75040, 0.08283, -6.24498], [3.95158, -0.57704, -5.10575], [4.88964, -1.23069, -4.15699], [5.89385, -2.25543, -4.90282], [6.44129, -1.77755, -6.27216], [7.56673, -2.42338, -6.72025], [5.15131, -3.60331, -5.14325], [7.03847, -2.38957, -3.88655], [6.49977, 0.02909, -8.09009], [3.71957, -2.06072, -7.54061], [5.04498, -2.54295, -8.62775], [4.09290, -1.09977, -8.83997], [3.99257, 0.62265, -6.81279], [5.34924, 0.93195, -5.91558], [3.29104, -1.34487, -5.50854], [3.31688, 0.16180, -4.61650], [4.27909, -1.74549, -3.41515], [5.42796, -0.50248, -3.55032], [5.73582, -4.52143, -5.20236], [4.62539, -3.65576, -6.09654], [4.46857, -3.86537, -4.33499], [6.95957, -1.96735, -2.88474], [8.08022, -2.24169, -4.17115], [6.95714, -3.44057, -3.60926], [7.27505, 0.61732, -7.59916], [5.88654, 0.74581, -8.63634], [7.12484, -0.52862, -8.78747], [2.89700, 3.66154, 0.06759], [2.60032, 4.04975, -1.39409], [2.27382, 5.59729, -1.47029], [1.57380, 5.95572, -2.79467], [2.46777, 5.72340, -4.07350], [0.14906, 5.37105, -3.02646], [-0.72623, 6.47427, -3.68382], [-0.04503, 7.84492, -3.44341], [1.36329, 7.47227, -2.82435], [2.92635, 2.58421, 0.23070], [2.21254, 4.08912, 0.80025], [3.86913, 3.91923, 0.48790], [1.72922, 3.48187, -1.72088], [3.51911, 3.79283, -1.92127], [3.19655, 6.17096, -1.38325], [1.53926, 5.92633, -0.73528], [1.83898, 5.77547, -4.96232], [2.72807, 4.67253, -4.19996], [3.32735, 6.37151, -4.24434], [0.09263, 4.42351, -3.56225], [-0.14064, 5.13124, -2.00340], [-0.83716, 6.33579, -4.75928], [-1.75903, 6.58808, -3.35443], [0.23818, 8.43634, -4.31410], [-0.66156, 8.43272, -2.76335], [2.17721, 8.03217, -3.28493], [1.27237, 7.76963, -1.77965], [-2.97034, -1.65834, 0.12295], [-2.40214, -1.89843, 1.48454], [-2.23668, -0.72754, 2.32564], [-1.53471, -2.98725, 1.83711], [-3.79624, -2.42004, 2.05823], [-1.50966, -1.24158, -0.56177], [-0.42209, -2.16885, -0.62545], [-1.23735, 0.22521, -0.58475], [-1.99427, -1.54030, -2.09084]]}